No. 1
A cluster of 2 separate species, C2H8S in total, computed with ωB97M-V/def2-TZVPD.

The calculation puts the energy relative to the best compared isomer or geometry (same formula, charge and spin) at 2.1 kcal per mole. The molar mass comes out at 64.15 g/mol. The value obtained for the frontier orbital gap is 9.963 eV. The calculation puts the HOMO energy at -9.072 eV. Its structure (SMILES) is CS.C.

The geometry in XYZ format:
```
11
C2H8S (ωB97M-V/def2-TZVPD)
C -2.66021 -0.46084 0.40406
S -2.80239 -1.09859 -1.28340
H -2.70502 -1.25868 1.13645
H -1.72218 0.07455 0.54046
H -3.47781 0.23214 0.59885
H -2.53203 -2.37757 -1.00981
C 3.19467 0.97287 -0.07041
H 2.63764 0.50219 -0.87706
H 3.29738 0.26507 0.75004
H 2.62609 1.83012 0.28712
H 4.14386 1.31876 -0.47630
```

***

No. 2
A cluster of 2 separate species, C3H4 in total in a non-equilibrium geometry, computed with ωB97M-V/def2-TZVPD.

The calculation puts the energy relative to the best compared isomer or geometry (same formula, charge and spin) at 165.6 kcal per mole. The molar mass comes out at 40.07 g/mol. The value obtained for the frontier orbital gap (spin up / spin down) is 8.909 / 8.897 eV. The calculation puts the HOMO energy (spin up / spin down) at -9.502 / -9.486 eV.

The geometry in XYZ format:
```
7
C3H4 (ωB97M-V/def2-TZVPD)
C -1.30196 0.39789 -0.67317
C -0.57841 1.46247 -0.67276
C 1.03641 -2.24900 0.57807
H 0.24977 2.11550 -1.05503
H -1.22471 1.74271 0.13877
H 0.46697 -2.21617 1.41133
H 1.35192 -1.25339 0.27278
```

***

No. 3
A cluster of 2 separate species, C3H9N3O in total in a non-equilibrium geometry, computed with ωB97M-V/def2-TZVPD.

The calculation puts the energy relative to the best compared isomer or geometry (same formula, charge and spin) at 36.1 kcal per mole. The molar mass comes out at 103.12 g/mol. The value obtained for the frontier orbital gap is 9.560 eV. The calculation puts the HOMO energy at -8.918 eV. Its structure (SMILES) is N=C(N)N.C=CO.

The geometry in XYZ format:
```
16
C3H9N3O (ωB97M-V/def2-TZVPD)
N 0.50810 2.29352 -0.67152
C 0.26363 1.37552 -1.54885
N -0.10978 0.03966 -1.23363
N 0.49678 1.64694 -2.90739
H 0.40014 1.86146 0.25099
H -0.50207 -0.04234 -0.26953
H -0.67498 -0.43164 -1.88205
H -0.23587 1.35297 -3.54714
H 0.72516 2.63389 -3.01898
C 0.01573 -2.00732 1.19332
C -0.32148 -1.56819 2.41657
O 0.21724 -0.41515 2.89082
H -0.42435 -2.92070 0.80650
H 0.85312 -1.53423 0.67004
H -1.09292 -2.05080 3.05201
H -0.11845 -0.23361 3.79883
```

***

No. 4
A cluster of 4 separate species, C5H18O3 in total in a non-equilibrium geometry, computed with ωB97M-V/def2-TZVPD.

The calculation puts the energy relative to the best compared isomer or geometry (same formula, charge and spin) at 56.7 kcal per mole. The molar mass comes out at 126.20 g/mol. The value obtained for the frontier orbital gap is 10.526 eV. The calculation puts the HOMO energy at -10.146 eV. Its structure (SMILES) is CCC(C)C.O.O.O.

The geometry in XYZ format:
```
26
C5H18O3 (ωB97M-V/def2-TZVPD)
C 0.60038 -0.55360 2.04650
C 0.08939 0.17523 0.82119
C -1.40806 0.48263 0.60664
C -1.63764 0.75217 -0.95054
C -1.86519 1.71919 1.36814
H 1.62760 -0.22871 2.37026
H -0.08452 -0.20482 2.90996
H 0.51929 -1.67469 2.03289
H 0.60370 1.12134 0.81124
H 0.57113 -0.47907 -0.04500
H -1.86744 -0.50712 0.86511
H -1.28717 -0.07981 -1.53469
H -1.15798 1.58736 -1.42493
H -2.60254 0.99253 -1.20601
H -1.04090 2.48421 1.32620
H -2.04320 1.64081 2.47575
H -2.73048 2.09145 0.92803
O 0.63116 0.86891 -2.70003
H 0.68299 -0.01761 -3.04100
H 0.94015 0.67824 -1.71700
O 1.54748 -2.19844 -0.06757
H 2.32969 -1.71101 0.23431
H 0.75962 -2.26478 0.55911
O 2.06387 -1.27811 -2.44174
H 1.92949 -2.19116 -2.20979
H 2.82917 -1.20515 -2.01699
```

***

No. 5
A cluster of 2 separate species, C7H15N3PS in total in a non-equilibrium geometry, computed with ωB97M-V/def2-TZVPD.

The calculation puts the energy relative to the best compared isomer or geometry (same formula, charge and spin) at 65.7 kcal per mole. The molar mass comes out at 204.26 g/mol. The value obtained for the frontier orbital gap (spin up / spin down) is 7.642 / 7.710 eV. The calculation puts the HOMO energy (spin up / spin down) at -12.409 / -12.776 eV. Its net charge is +1.

The geometry in XYZ format:
```
27
C7H15N3PS (ωB97M-V/def2-TZVPD)
C 2.99429 -0.49565 0.01395
C 2.87578 0.62884 0.91948
C -0.04918 -1.93994 -1.68210
C -0.72805 -2.73749 -0.69327
C -2.50371 0.76476 0.05623
C -1.52526 1.22853 -1.02852
C -0.96500 2.32593 1.10108
N 1.99477 0.44180 -0.21938
N -0.63346 -1.35381 -0.46628
N -1.18422 1.23411 0.27346
P -0.07971 -0.36739 0.76930
S -0.46588 -0.67006 2.60372
H 3.89745 -0.60155 -0.60592
H 2.61498 -1.53121 0.17327
H 2.62056 0.51012 1.97386
H 3.52364 1.43985 0.72791
H 1.06128 -2.00267 -1.85399
H -0.42364 -1.54509 -2.60277
H -1.73002 -3.20260 -0.74714
H -0.02674 -3.39484 -0.09500
H -3.39099 1.34439 0.22665
H -2.65696 -0.31538 0.28848
H -1.00693 0.47553 -1.61377
H -1.89533 2.10328 -1.59522
H -1.06009 1.95472 2.09093
H 0.18541 2.47483 0.91355
H -1.44301 3.23098 1.07147
```

***

No. 6
A structure of composition C10H17Cl2FO2V in a non-equilibrium geometry, computed with ωB97M-V/def2-TZVPD.

The calculation puts the energy relative to the best compared isomer or geometry (same formula, charge and spin) at 18.6 kcal per mole. The molar mass comes out at 310.09 g/mol. As for the multiplicity: 2. The expectation value of S² is 0.777. The value obtained for the frontier orbital gap (spin up / spin down) is 5.355 / 5.443 eV. The calculation puts the HOMO energy (spin up / spin down) at 0.437 / 0.348 eV. Its net charge is -2.

The geometry in XYZ format:
```
33
C10H17Cl2FO2V (ωB97M-V/def2-TZVPD)
C -1.23616 0.57096 0.28350
C -0.98077 -0.82036 0.57747
C 0.00611 -1.25638 -0.35657
C -1.80525 -1.66567 1.46282
C 0.30708 -0.15795 -1.26663
C -0.46869 0.96034 -0.84997
C -0.49071 2.27548 -1.53342
C -2.19766 1.44788 0.97513
C 0.48125 -2.64466 -0.59989
C 1.13069 -0.26803 -2.50823
V 1.28139 0.11969 1.39288
Cl 1.35038 -1.84525 2.28276
Cl 0.14804 0.69286 3.32938
O 2.25479 0.35663 -0.28810
H -2.52380 -1.05797 1.98680
H -1.17161 -2.21798 2.17716
H -2.42663 -2.33766 0.87678
H 0.60467 -3.18186 0.35076
H 1.45694 -2.63594 -1.10081
H -0.20748 -3.23029 -1.23399
H 1.91099 -1.03407 -2.39520
H 1.63604 0.67227 -2.71594
H 0.49684 -0.53685 -3.35463
H 0.46621 2.47966 -2.02155
H -0.67135 3.07501 -0.81858
H -1.27415 2.30707 -2.30237
H -2.34549 1.13202 2.00424
H -3.14507 1.46007 0.43636
H -1.83217 2.46913 1.04244
H 3.17868 0.26855 0.05252
O 1.15409 2.13520 1.35212
H 1.90188 2.34428 0.77565
F 3.01092 0.12384 1.98711
```

***

No. 7
A cluster of 2 separate species, C2H7NOS2 in total in a non-equilibrium geometry, computed with ωB97M-V/def2-TZVPD.

The calculation puts the energy relative to the best compared isomer or geometry (same formula, charge and spin) at 89.3 kcal per mole. The molar mass comes out at 125.22 g/mol. The value obtained for the frontier orbital gap (spin up / spin down) is 6.847 / 7.928 eV. The calculation puts the HOMO energy (spin up / spin down) at -8.573 / -8.746 eV.

The geometry in XYZ format:
```
13
C2H7NOS2 (ωB97M-V/def2-TZVPD)
C 2.73728 -0.19122 -1.88789
C 2.09623 -0.43721 -0.50619
N -2.84050 1.51575 0.77647
O 1.64900 0.64345 0.23479
S -4.40957 0.99938 0.93031
S 0.94211 1.89133 -0.47216
H 2.47939 -1.01332 -2.61964
H 2.24238 0.66486 -2.38858
H 3.75654 -0.00125 -1.67168
H 2.95379 -0.76625 0.02950
H 1.30741 -1.14521 -0.58537
H -2.32507 1.36267 1.64708
H -2.28806 1.33594 -0.01043
```

***

No. 8
A cluster of 6 separate species, C19H21F5INO16 in total, computed with ωB97M-V/def2-TZVPD.

The molar mass comes out at 741.26 g/mol. The value obtained for the frontier orbital gap is 9.667 eV. The calculation puts the HOMO energy at -9.696 eV. Its structure (SMILES) is O=C1CC[C@@H](I)N1.O=C1OC[C@@H](F)O1.O=C1OC[C@@H](F)O1.O=C1OC[C@@H](F)O1.O=C1OC[C@@H](F)O1.O=C1OC[C@@H](F)O1.

The geometry in XYZ format:
```
63
C19H21F5INO16 (ωB97M-V/def2-TZVPD)
O 1.02483 -0.52992 0.29011
C 0.69537 -1.63249 -0.09705
C 1.47582 -2.91964 0.00334
C 0.44661 -4.02556 -0.25615
C -0.88665 -3.27828 -0.49466
I -2.13654 -3.34015 1.26332
N -0.48392 -1.91575 -0.76591
H 2.24254 -2.87994 -0.77301
H 1.98284 -2.98898 0.95880
H 0.69838 -4.64989 -1.11083
H 0.35675 -4.67304 0.60930
H -1.47548 -3.67635 -1.31218
H -1.19803 -1.21148 -0.61471
O 1.99192 5.72710 -0.84383
C 1.74045 4.77330 -0.19134
O 2.23812 3.53169 -0.40403
C 1.87427 2.69187 0.69263
C 0.65943 3.41003 1.24601
F 0.57721 3.31776 2.59567
O 0.90165 4.75494 0.88123
H 2.67991 2.69555 1.43048
H 1.68104 1.68063 0.35076
H -0.29402 3.09314 0.81963
O -4.08445 -0.74538 -0.16783
C -5.12033 -0.48064 0.34861
O -5.77040 0.69358 0.22156
C -7.05493 0.57244 0.83862
C -6.84150 -0.58719 1.79671
F -7.93631 -1.37090 1.90859
O -5.80733 -1.31783 1.16337
H -7.79463 0.29670 0.08541
H -7.32418 1.50891 1.31562
H -6.50992 -0.30457 2.79728
O 5.10475 -0.76699 -0.01097
C 5.23624 0.22790 -0.63894
O 5.15540 1.48184 -0.13391
C 5.52024 2.41391 -1.15529
C 5.27254 1.61094 -2.41866
F 6.16168 1.89655 -3.39670
O 5.46747 0.28027 -1.97872
H 6.57900 2.66330 -1.06976
H 4.90533 3.30489 -1.07097
H 4.26395 1.70094 -2.82626
O 2.09139 -3.72685 4.50418
C 2.02123 -2.55787 4.33539
O 1.71046 -1.96043 3.16118
C 1.54876 -0.55932 3.38550
C 2.33902 -0.35009 4.66341
F 1.78006 0.58438 5.46918
O 2.25559 -1.61489 5.28879
H 0.49311 -0.34272 3.56196
H 1.90562 -0.00413 2.52549
H 3.39092 -0.09726 4.51766
O -3.04861 1.83559 -6.00103
C -2.85988 1.01203 -5.17453
O -3.61207 0.83121 -4.06246
C -3.18070 -0.36581 -3.41399
C -1.76450 -0.50905 -3.93017
F -1.41248 -1.81120 -4.09096
O -1.83565 0.10835 -5.19546
H -3.78282 -1.20610 -3.76627
H -3.25950 -0.27789 -2.33465
H -0.99508 -0.02119 -3.32854
```